1.
Formula: C14H14FN3O3S
Source: the Open Molecules 2025 dataset
Level of theory: ωB97M-V/def2-TZVPD

## Properties
- DFT total energy (eV) = -38899.66372
- Kohn-Sham gap (eV) = 7.64

The geometry in ORCA input format:
```
! RIJCOSX wB97M-V def2-TZVPD def2/J DEFGRID3
* xyz 0 1
S -2.21 -2.39 2.59
F 0.89 2.44 -5.88
O 1.55 0.04 4.50
O 2.70 1.23 2.84
O -2.13 -2.13 -2.31
N -0.83 -0.32 -1.54
N -2.03 -2.06 -0.18
N -0.68 -0.39 1.13
C 0.18 0.97 2.86
C 1.49 0.72 3.54
C -0.90 -0.18 -3.92
C 3.76 0.93 3.24
C -0.46 0.64 -4.85
C -1.57 -1.68 -1.49
C 0.67 2.18 -3.42
C 4.73 1.86 2.65
C 0.24 1.27 -2.52
C -1.58 -1.65 1.11
C -0.48 0.33 -2.58
C 0.52 1.65 -4.73
C -0.64 -0.22 2.53
C -1.20 -0.98 3.33
H 4.39 2.74 2.84
H -0.52 0.02 -6.05
H 0.42 1.60 1.99
H -0.69 0.01 -0.50
H 3.82 1.09 4.42
H -0.45 1.67 3.59
H 3.89 -0.21 3.06
H 5.84 1.59 3.07
H -2.51 -2.81 -0.16
H 4.86 1.67 1.62
H 1.52 3.12 -3.33
H 0.42 1.55 -1.43
H -1.51 -0.93 -4.01
H -1.26 -1.10 4.42
*
```

***

2.
Formula: C14H14FN3O5
Source: the Open Molecules 2025 dataset
Level of theory: ωB97M-V/def2-TZVPD

## Properties
- DFT total energy (eV) = -32163.66505
- Kohn-Sham gap (eV) = 8.55
- SMILES = NC(=O)N(O)CCO/N=C/c1ccc(Oc2ccc(F)cc2)o1

The geometry in ORCA input format:
```
! RIJCOSX wB97M-V def2-TZVPD def2/J DEFGRID3
* xyz 0 1
F 5.06 5.82 2.54
O 0.69 1.28 0.39
O 3.09 1.36 -0.03
O -2.94 -4.81 0.54
O -3.66 -0.49 0.05
O -1.24 -4.51 -1.63
N -2.40 -0.59 -0.57
N -3.05 -3.85 -0.55
N -2.26 -2.77 -2.56
C -4.15 -2.85 -0.40
C 3.42 2.46 0.68
C 4.62 2.94 0.23
C -0.20 0.44 -0.24
C -1.65 0.15 0.19
C 0.29 -0.10 -1.40
C -2.16 -3.74 -1.60
C 5.08 4.11 0.88
C 4.58 4.65 2.01
C -4.07 -1.74 0.62
C 1.82 0.94 -0.32
C 3.46 4.03 2.51
C 1.70 0.22 -1.40
C 2.82 2.89 1.86
H 5.14 2.55 -0.62
H -2.85 -1.97 -2.35
H 1.91 2.43 2.27
H 3.04 4.37 3.52
H 5.98 4.53 0.56
H -4.38 -2.34 -1.40
H 2.49 -0.12 -2.09
H -0.32 -0.74 -2.07
H -1.59 -2.71 -3.29
H -3.54 -2.02 1.59
H -5.15 -3.34 -0.28
H -2.36 -5.42 0.16
H -5.10 -1.61 1.06
H -2.12 0.57 1.14
*
```

***

3.
Formula: C14H14INPS
Source: the Open Molecules 2025 dataset
Level of theory: ωB97M-V/def2-TZVPD

## Properties
- DFT total energy (eV) = -44450.82689
- Kohn-Sham gap (eV) = 7.31
- SMILES = C#Cc1cc(I)c2c[n+](P(C)CC)cc(S)c2c1

The geometry in ORCA input format:
```
! RIJCOSX wB97M-V def2-TZVPD def2/J DEFGRID3
* xyz 1 1
I -0.73 -1.64 4.04
S -0.96 -0.53 -3.14
P 2.53 1.43 0.78
N 1.10 0.48 0.26
C -4.22 -3.46 0.03
C -4.89 -4.46 -0.09
C -0.45 -0.43 -1.42
C -2.54 -2.52 1.71
C -1.20 -1.13 -0.37
C -0.70 -1.00 1.00
C 0.43 -0.17 1.24
C -2.36 -1.92 -0.67
C 1.15 3.77 -0.32
C 0.66 0.32 -1.04
C 2.17 3.26 0.78
C -1.43 -1.74 2.03
C 3.81 1.10 -0.56
C -3.04 -2.62 0.34
H -2.76 -2.00 -1.70
H 0.80 -0.05 2.28
H -5.46 -5.38 -0.24
H 3.39 0.41 -1.32
H 4.22 2.04 -0.99
H 1.84 3.65 1.77
H 4.67 0.59 -0.07
H 1.63 4.62 -0.85
H 1.22 0.85 -1.84
H -0.12 -1.39 -3.79
H 0.89 3.03 -1.10
H 0.26 4.20 0.19
H -3.04 -3.08 2.52
H 3.15 3.75 0.56
*
```